{"formula": "C26H40Cl2GeN2O7Pb", "method": "ωB97M-V/def2-TZVPD", "lumo_ev": [-2.769, -6.455], "multiplicity": 2, "s_squared": 0.76, "e_tot_ev": -131725.8862, "total_charge": 1, "e_homo_ev": [-10.8, -10.8], "species": ["Pb", "C", "C", "O", "C", "C", "C", "N", "N", "C", "O", "C", "C", "C", "C", "C", "C", "H", "H", "H", "H", "H", "H", "H", "H", "H", "H", "H", "H", "C", "C", "C", "C", "O", "Ge", "O", "C", "C", "C", "C", "O", "C", "C", "C", "C", "H", "H", "H", "H", "H", "H", "H", "H", "H", "H", "H", "H", "H", "H", "H", "H", "H", "H", "H", "H", "H", "H", "H", "H", "H", "H", "H", "Cl", "C", "Cl", "C", "O", "O", "H"], "xyz": [[-0.4669, 0.1806, -0.3950], [2.8725, -0.1194, 3.4448], [2.0793, 1.0093, 2.9103], [2.2828, 1.3505, 1.6222], [1.1613, 1.8584, 3.4666], [0.8173, 2.7883, 2.4683], [-0.0633, 3.9716, 2.4912], [1.5065, 2.4736, 1.3769], [1.6652, 3.1675, 0.2998], [1.9213, 2.5661, -0.8748], [1.6203, 1.3782, -1.1176], [2.6381, 3.4261, -1.8212], [3.0558, 2.9371, -3.0586], [3.8602, 3.7199, -3.8664], [4.2488, 4.9863, -3.4529], [3.8091, 5.4841, -2.2348], [3.0076, 4.7123, -1.4217], [2.2358, -0.8373, 3.9552], [3.6029, 0.2412, 4.1684], [3.4095, -0.6066, 2.6347], [0.7941, 1.8565, 4.4718], [0.5391, 4.8712, 2.3633], [-0.6010, 4.0244, 3.4322], [-0.7755, 3.9362, 1.6687], [2.7587, 1.9423, -3.3555], [4.1977, 3.3408, -4.8186], [4.8837, 5.5969, -4.0778], [4.1041, 6.4690, -1.9111], [2.6575, 5.0810, -0.4703], [-1.0085, -2.5310, -3.3400], [-2.2333, -1.9001, -2.6820], [-3.4140, -2.8755, -2.6995], [-2.6270, -0.6128, -3.4204], [-1.9497, -1.5621, -1.3410], [-1.4996, -2.8685, 0.0507], [-1.6640, -1.5253, 1.3794], [-2.3620, -1.5810, 2.6030], [-3.8567, -1.3479, 2.3804], [-2.1377, -2.9389, 3.2809], [-1.7955, -0.4774, 3.5147], [0.3103, -2.4419, -0.2098], [1.5395, -3.0903, -0.0219], [1.4997, -4.5041, -0.6139], [2.5754, -2.2396, -0.7744], [1.8766, -3.1550, 1.4712], [-1.1961, -2.7172, -4.3927], [-0.1534, -1.8668, -3.2353], [-0.7787, -3.4753, -2.8472], [-3.6852, -3.1388, -3.7181], [-3.1332, -3.7814, -2.1567], [-4.2730, -2.4256, -2.2070], [-2.8982, -0.8426, -4.4466], [-3.4776, -0.1529, -2.9251], [-1.7952, 0.0880, -3.4107], [-4.2787, -2.1810, 1.8208], [-4.3738, -1.2616, 3.3327], [-4.0151, -0.4371, 1.8092], [-2.5663, -3.7275, 2.6614], [-1.0738, -3.1293, 3.4057], [-2.6175, -2.9595, 4.2546], [-2.0540, 0.5067, 3.1342], [-2.2111, -0.5835, 4.5126], [-0.7136, -0.5706, 3.5643], [1.2609, -4.4713, -1.6753], [2.4599, -4.9963, -0.4815], [0.7301, -5.0830, -0.1009], [2.3087, -2.1802, -1.8260], [2.5821, -1.2274, -0.3764], [3.5622, -2.6813, -0.6772], [1.2580, -3.9094, 1.9523], [2.9225, -3.4050, 1.6236], [1.6595, -2.1911, 1.9215], [-4.6120, 1.2994, -0.8397], [-3.2973, 2.4213, -0.5064], [-2.3841, 1.8536, 0.9014], [-2.3740, 2.5399, -1.8189], [-2.8044, 3.2994, -2.6420], [-1.3408, 1.8299, -1.8208], [-3.7140, 3.3996, -0.2618]], "lowdin_charge": [1.560, 0.012, -0.270, 0.112, 0.059, -0.222, -0.001, -0.088, 0.133, -0.428, -0.148, -0.145, -0.009, -0.067, -0.066, -0.068, -0.022, 0.090, 0.102, 0.089, 0.132, 0.104, 0.094, 0.051, 0.115, 0.106, 0.108, 0.106, 0.105, -0.020, -0.703, -0.029, -0.013, -0.420, 1.164, -0.391, -0.701, -0.020, -0.038, -0.024, -0.394, -0.692, -0.025, -0.006, -0.016, 0.100, 0.088, 0.072, 0.099, 0.065, 0.094, 0.102, 0.055, 0.078, 0.089, 0.098, 0.053, 0.072, 0.084, 0.096, 0.036, 0.097, 0.075, 0.084, 0.098, 0.079, 0.091, 0.071, 0.097, 0.085, 0.097, 0.064, 0.663, -0.929, 0.644, -0.775, 0.094, -0.215, 0.078]}